No. 1
Here is a 2-piece molecular cluster, C3H10N2O3 overall in a non-equilibrium geometry from the Open Molecules 2025 dataset. Energies are from wB97M-V/def2-TZVPD.

Positions of all 18 atoms, in Å:
1 O 3.22047 -0.14273 1.56699
2 C 2.02828 -0.22457 1.32327
3 N 1.13282 -0.27159 2.37803
4 C 1.46779 -0.28201 -0.11146
5 N 0.00611 -0.06017 -0.06169
6 C -0.70481 -0.75319 -1.11479
7 O -0.27492 -0.38962 -2.40759
8 H 1.54442 -0.54269 3.24840
9 H 0.16858 -0.40340 2.10647
10 H 1.58095 -1.31807 -0.43321
11 H 2.06649 0.40745 -0.69485
12 H -0.18940 0.93856 -0.02057
13 H -1.76382 -0.52971 -0.92167
14 H -0.53596 -1.82466 -1.13472
15 H -0.74576 0.26810 -2.92162
16 H -2.70256 1.08390 0.06317
17 H -2.93273 2.27513 -0.77355
18 O -3.36592 1.76927 -0.09062

Output
Molecular weight in g/mol: 122.12
Electronic energy in eV: -12395.729
HOMO energy in eV: -9.536
Energy relative to the best compared isomer or geometry (same formula, charge and spin) in kJ/mol: 97.0
LUMO energy in eV: 0.21
SMILES: NC(=O)CNCO.O
Frontier orbital gap in eV: 9.7493

Löwdin population analysis, charges in e, atoms 1 to 8: atom 1 (O): 0.029, atom 2 (C): -0.514, atom 3 (N): 0.144, atom 4 (C): -0.107, atom 5 (N): -0.066, atom 6 (C): -0.294, atom 7 (O): -0.046, atom 8 (H): 0.101

No. 2
Here is C3H10N2O3 as an isolated structure in a non-equilibrium geometry from the Open Molecules 2025 dataset. Energies are from wB97M-V/def2-TZVPD.

Positions of all 18 atoms, in Å:
1 C -0.36492 0.14072 -0.99251
2 N -1.58450 -0.61212 -0.88588
3 C -1.48321 -1.77330 -0.41582
4 O -0.61333 -2.21552 0.59917
5 O 1.38502 2.23704 1.86283
6 C 0.20683 0.74757 0.24250
7 N -0.56954 0.72878 1.40338
8 H -0.37541 0.83663 -1.83357
9 H 0.58153 -0.46324 -1.38116
10 H -2.16896 -2.57213 -0.69333
11 H -0.12400 -1.94125 -0.26219
12 H 1.21209 0.30001 0.41793
13 H 0.59268 1.79468 0.04902
14 H 0.05293 1.26377 2.02752
15 H -0.81011 -0.19883 1.73621
16 H 2.68626 -0.03331 -2.36653
17 H 2.21212 2.68844 2.06189
18 O 1.81655 0.29864 -2.08944

Output
Molecular weight in g/mol: 122.12
Electronic energy in eV: -12384.456
HOMO energy in eV: -8.995
Energy relative to the best compared isomer or geometry (same formula, charge and spin) in kJ/mol: 1184.7
LUMO energy in eV: -4.59
Frontier orbital gap in eV: 4.4078

Löwdin population analysis, charges in e, atoms 1 to 8: atom 1 (C): -0.202, atom 2 (N): 0.113, atom 3 (C): -0.272, atom 4 (O): 0.028, atom 5 (O): -0.255, atom 6 (C): -0.281, atom 7 (N): 0.119, atom 8 (H): 0.138

No. 3
Here is an isolated ion of composition C3H10N2OP and charge +1 in a non-equilibrium geometry from the Open Molecules 2025 dataset. Energies are from wB97M-V/def2-TZVPD.

Positions of all 17 atoms, in Å:
1 C -1.54197 1.72997 0.34767
2 C 1.93684 -0.30923 -1.20264
3 C -0.45165 -1.72201 0.13096
4 N -0.35136 1.02074 -0.72755
5 N -1.53598 1.16437 1.42295
6 O 1.16377 0.20183 1.28252
7 P 0.53777 -0.17492 -0.10881
8 H -2.05126 2.61431 -0.08608
9 H 2.45674 -1.24575 -0.99473
10 H 1.73443 -0.20469 -2.24422
11 H 2.44840 0.47044 -0.72688
12 H 0.07839 -2.46228 0.72864
13 H -1.44951 -1.44714 0.58449
14 H -0.61549 -2.09698 -0.94665
15 H -0.79198 0.77481 -1.59261
16 H -2.11480 1.71348 2.09931
17 H 0.54765 -0.02694 2.03364

Output
Total charge: +1
Molecular weight in g/mol: 121.10
Electronic energy in eV: -17577.637
HOMO energy (alpha / beta) in eV: -9.902 / -15.055
2S+1: 3
Energy relative to the best compared isomer or geometry (same formula, charge and spin) in kJ/mol: 106.2
LUMO energy (alpha / beta) in eV: -2.90 / -8.27
Frontier orbital gap (alpha / beta) in eV: 7.0036 / 6.7832

Löwdin population analysis, charges in e, atoms 1 to 8: atom 1 (C): -0.223, atom 2 (C): -0.099, atom 3 (C): -0.139, atom 4 (N): -0.065, atom 5 (N): 0.101, atom 6 (O): -0.127, atom 7 (P): 0.632, atom 8 (H): 0.134

No. 4
Here is C3H10N2OS as an isolated structure in a non-equilibrium geometry from the Open Molecules 2025 dataset. Energies are from wB97M-V/def2-TZVPD.

Positions of all 17 atoms, in Å:
1 C 1.48545 -1.70732 2.88877
2 C 0.21522 0.16068 3.58132
3 C 0.25662 4.02193 -2.85106
4 N -0.87121 0.69894 0.71301
5 N 1.03980 -0.52254 2.64671
6 O 1.02068 -0.89671 -0.07748
7 S 0.62011 0.30485 0.63745
8 H 1.45761 -2.00801 3.87373
9 H 0.29435 4.10420 -3.97400
10 H 1.95605 -2.20627 2.00757
11 H 0.70541 1.01180 4.12813
12 H -0.53399 0.61490 2.99717
13 H -0.21610 -0.43474 4.42702
14 H -0.75787 4.54035 -2.54674
15 H 0.18697 2.94418 -2.64334
16 H 1.15217 4.29453 -2.36102
17 H -1.42667 -0.03196 0.24099

Output
Molecular weight in g/mol: 122.19
Electronic energy in eV: -19133.330
HOMO energy in eV: -9.419
Energy relative to the best compared isomer or geometry (same formula, charge and spin) in kJ/mol: 356.8
LUMO energy in eV: 0.23
Frontier orbital gap in eV: 9.6534

Löwdin population analysis, charges in e, atoms 1 to 8: atom 1 (C): 0.047, atom 2 (C): -0.154, atom 3 (C): -0.068, atom 4 (N): -0.323, atom 5 (N): -0.221, atom 6 (O): -0.521, atom 7 (S): 0.782, atom 8 (H): 0.060

No. 5
Here is an isolated ion of composition C3H10N2P and charge +1 in a non-equilibrium geometry from the Open Molecules 2025 dataset. Energies are from wB97M-V/def2-TZVPD.

Positions of all 16 atoms, in Å:
1 C -1.10532 0.15425 0.75479
2 C 1.68653 -1.10982 0.31617
3 C -0.08242 0.52090 -0.27734
4 N -1.07785 0.79411 1.82708
5 N 0.72941 -0.64574 -0.70789
6 P -0.84060 1.39772 -1.77163
7 H -1.83186 -0.62064 0.47073
8 H 2.47378 -0.36957 0.44577
9 H 1.16618 -1.23288 1.26638
10 H 2.13357 -2.05807 0.02695
11 H 0.66889 1.34872 0.40988
12 H -1.79536 0.61296 2.52174
13 H 0.07859 -1.41134 -0.93801
14 H 1.22685 -0.40219 -1.57748
15 H -1.41999 2.39938 -1.00600
16 H -2.01041 0.62220 -1.76113

Output
Total charge: +1
Molecular weight in g/mol: 105.10
Electronic energy in eV: -15533.655
HOMO energy in eV: -14.074
Energy relative to the best compared isomer or geometry (same formula, charge and spin) in kJ/mol: 186.6
LUMO energy in eV: -3.63
SMILES: [H]/N=C/[C@H](P)[NH2+]C
Frontier orbital gap in eV: 10.4477

Löwdin population analysis, charges in e, atoms 1 to 8: atom 1 (C): -0.326, atom 2 (C): -0.001, atom 3 (C): -0.591, atom 4 (N): 0.139, atom 5 (N): -0.043, atom 6 (P): 0.892, atom 7 (H): 0.127, atom 8 (H): 0.112

No. 6
Here is a 3-piece molecular cluster, C3H10N2S overall in a non-equilibrium geometry from the Open Molecules 2025 dataset. Energies are from wB97M-V/def2-TZVPD.

Positions of all 16 atoms, in Å:
1 N 0.19533 -1.45002 0.14694
2 C 1.11960 -1.23433 1.10149
3 C 0.86888 -0.50134 2.29536
4 S -2.14965 0.71669 0.00094
5 C 0.64228 0.96171 -1.62196
6 N 1.85942 0.27213 -1.61201
7 H -0.61222 -0.86476 0.16298
8 H 0.56939 -1.29715 -0.80266
9 H 2.17524 -1.55207 0.95080
10 H 1.63431 -0.30701 2.99696
11 H -0.23493 -0.30916 2.38781
12 H -2.64801 1.67845 0.77696
13 H 0.58627 1.93349 -2.11705
14 H 0.26551 0.87381 -0.60150
15 H -0.10302 0.42870 -2.22884
16 H 2.59399 0.83758 -1.93434

Output
Molecular weight in g/mol: 106.19
Electronic energy in eV: -17081.796
HOMO energy in eV: -8.053
Energy relative to the best compared isomer or geometry (same formula, charge and spin) in kJ/mol: 656.9
LUMO energy in eV: -3.95
Frontier orbital gap in eV: 4.1025

Löwdin population analysis, charges in e, atoms 1 to 8: atom 1 (N): 0.008, atom 2 (C): -0.292, atom 3 (C): 0.018, atom 4 (S): 0.343, atom 5 (C): -0.259, atom 6 (N): 0.137, atom 7 (H): -0.099, atom 8 (H): 0.063

No. 7
Here is one molecule with the formula C3H10N2S in a non-equilibrium geometry from the Open Molecules 2025 dataset. Energies are from wB97M-V/def2-TZVPD.

Positions of all 16 atoms, in Å:
1 C -0.54438 0.55562 -0.53128
2 C -1.71000 0.59507 0.44268
3 S -3.31736 0.91853 -0.36116
4 N 0.61493 0.20397 0.27919
5 C 1.66724 -0.51838 -0.38140
6 N 2.44456 -1.38569 0.48679
7 H -0.34409 1.55221 -0.98366
8 H -0.63246 -0.13689 -1.36481
9 H -1.86119 -0.38997 0.87134
10 H -1.64490 1.43868 1.12387
11 H -4.08283 1.18554 0.68980
12 H 1.01191 0.95347 0.81957
13 H 2.33672 0.12788 -0.97110
14 H 1.19058 -1.15876 -1.15081
15 H 2.98704 -2.01451 -0.08394
16 H 1.88424 -1.92676 1.11494

Output
Molecular weight in g/mol: 106.19
Electronic energy in eV: -17087.852
HOMO energy in eV: -8.913
Energy relative to the best compared isomer or geometry (same formula, charge and spin) in kJ/mol: 72.6
LUMO energy in eV: 1.00
SMILES: NCNCCS
Frontier orbital gap in eV: 9.9132

Löwdin population analysis, charges in e, atoms 1 to 8: atom 1 (C): -0.303, atom 2 (C): -0.553, atom 3 (S): 0.662, atom 4 (N): -0.085, atom 5 (C): -0.353, atom 6 (N): -0.003, atom 7 (H): 0.121, atom 8 (H): 0.109